<A>
Density functional theory data (ωB97M-V/def2-TZVPD) for a cluster of 2 separate species, C3H5N2 in total.

Values from the calculation:
Total charge: +1
LUMO (spin up / spin down), eV: -5.411 / -5.411

Atoms and positions in Å:
C  -0.212  -0.675  1.951
C  0.349  0.445  -0.715
C  -0.982  -1.077  0.951
N  -1.432  -0.166  1.954
N  0.486  0.849  -1.903
H  0.760  -0.446  2.395
H  1.234  0.747  0.043
H  -1.358  -1.713  0.196
H  1.368  1.347  -2.220
H  -0.213  0.689  -2.652

=====

<B>
Density functional theory data (ωB97M-V/def2-TZVPD) for the ion C3H5N2 with charge +1.

Values from the calculation:
Total charge: +1
LUMO, eV: -5.507

Atoms and positions in Å:
N  1.580  0.271  0.790
C  0.631  -0.470  0.241
C  -0.593  -0.462  -0.669
C  -1.706  0.584  -0.526
N  -0.842  0.884  -1.389
H  2.016  -0.155  1.559
H  1.728  1.302  0.559
H  0.646  -1.348  0.769
H  -0.730  -1.328  -1.160
H  -2.729  0.721  -0.174

=====

Of them, the most stable is <B> and the least stable is <A>.

=====

<A>
Density functional theory data (ωB97M-V/def2-TZVPD) for a cluster of 2 separate species, C4H13N in total.

Values from the calculation:
LUMO, eV: 0.908

Atoms and positions in Å:
C  2.570  -0.736  1.886
C  1.531  -1.570  1.139
N  1.571  -2.998  1.509
H  2.261  -0.690  2.927
H  2.455  0.280  1.608
H  3.667  -1.028  1.598
H  1.785  -1.454  0.111
H  0.459  -1.164  1.234
H  0.794  -3.457  1.145
H  1.310  -2.886  2.472
C  -2.969  1.606  -2.212
C  -1.762  2.241  -1.682
H  -2.663  1.598  -3.291
H  -3.102  0.568  -1.953
H  -3.859  2.247  -2.120
H  -1.823  2.749  -0.730
H  -1.399  3.084  -2.129
H  -0.826  1.611  -1.511

=====

<B>
Density functional theory data (ωB97M-V/def2-TZVPD) for a cluster of 2 separate species, C4H13N in total.

Values from the calculation:
LUMO, eV: 1.052

Atoms and positions in Å:
C  -1.285  -2.011  -0.999
N  -1.669  -1.561  0.307
C  -3.123  -1.391  0.433
H  -0.747  -3.007  -1.109
H  -0.668  -1.174  -1.404
H  -2.229  -1.915  -1.505
H  -1.142  -2.023  1.155
H  -3.410  -1.218  1.444
H  -3.405  -0.670  -0.334
H  -3.688  -2.247  0.001
C  2.927  2.065  0.953
C  2.351  2.265  -0.453
H  2.620  1.136  1.302
H  4.006  2.062  0.771
H  2.728  2.701  1.745
H  2.883  1.536  -1.167
H  2.522  3.290  -0.670
H  1.329  2.160  -0.471

=====

Of them, the most stable is <A> and the least stable is <B>.